(1)
22
Properties=species:S:1:pos:R:3:forces:R:3 method="wB97M-V/def2-TZVPD" e_tot_ev=-10993.8563 homo_lumo_gap_ev=5.7 e_lumo_ha=0.1237 charge=-1 e_above_lowest_kcal_mol=86.5 spin_multiplicity=1
O -4.949 0.993 0.111 2.34 -1.61 -0.57
O -0.266 2.090 1.716 0.75 -0.40 0.94
N 0.989 -0.907 0.163 -1.78 -0.39 -1.45
C 0.060 0.282 -0.021 -0.57 -1.45 2.48
C 0.487 -2.031 -0.566 2.60 -1.48 -1.63
C 2.353 -0.632 -0.110 1.30 1.32 -1.40
C -0.093 0.772 1.684 -3.09 1.96 -3.05
C 0.622 1.397 -0.861 -0.29 2.94 0.66
H 0.656 0.192 2.128 2.69 -0.23 0.88
H 1.332 1.981 -0.190 -0.34 -0.82 -0.89
H -1.043 -0.027 -0.279 2.28 0.16 -0.02
H 2.529 -0.195 -1.189 -0.44 -0.03 1.61
H 1.029 1.403 -1.927 -0.66 -0.86 1.35
H 0.737 -2.106 -1.744 -0.74 0.57 2.00
H -0.201 2.159 -0.828 0.47 -0.53 -0.33
H -3.900 0.857 0.089 -3.57 0.19 0.06
H 2.717 0.143 0.679 -0.02 -1.65 -1.45
H -0.969 0.214 2.164 -0.25 -0.14 -0.89
H 2.932 -1.574 -0.304 -0.27 0.57 1.39
H 0.879 -2.985 -0.172 0.59 0.22 -0.04
H -5.385 0.145 -0.199 1.28 1.46 0.56
H -0.515 -2.171 -0.346 -2.26 0.22 -0.21


(2)
22
Properties=species:S:1:pos:R:3:forces:R:3 method="wB97M-V/def2-TZVPD" e_tot_ev=-10992.3897 homo_lumo_gap_ev="9.9 / 6.1" s2=0.755 e_lumo_ha="0.0330 / -0.1033" charge=0 e_above_lowest_kcal_mol=58.5 spin_multiplicity=2
O -0.574 -1.104 1.775 -0.84 -0.10 -0.19
O 1.533 0.158 2.359 -5.07 2.91 -4.43
N -0.651 1.512 0.160 1.45 0.11 0.69
C 0.705 2.165 -0.082 -3.28 2.24 -0.48
C 0.029 -1.640 -1.905 -0.63 1.03 -2.56
C 0.490 -0.574 -0.968 0.34 -0.36 2.92
C -0.858 0.159 -0.339 1.94 -0.29 -0.40
C -1.469 -0.763 0.831 -1.38 1.35 -1.03
H -0.826 1.563 1.155 -0.02 -0.13 -0.01
H 1.056 -1.197 -0.087 -0.93 2.33 -1.91
H 0.429 -2.570 -1.624 -0.48 -1.61 0.75
H 0.522 -0.223 2.061 3.85 0.81 1.56
H 0.831 3.009 0.617 -0.13 -0.73 0.35
H -2.294 -0.068 1.368 1.47 -1.21 -0.91
H -1.527 0.205 -1.236 -0.06 -0.25 1.00
H 0.537 -1.567 -2.930 -1.21 0.42 1.04
H 1.159 0.142 -1.503 -0.59 -0.46 0.93
H -1.102 -1.502 -1.955 1.44 -1.23 -0.56
H 0.496 2.778 -0.997 1.14 -1.09 0.05
H 1.540 1.524 -0.021 0.85 -0.60 -0.23
H -1.995 -1.635 0.405 0.08 0.21 0.25
H 1.970 -0.372 2.917 2.06 -3.34 3.18


(3)
22
Properties=species:S:1:pos:R:3:forces:R:3 method="wB97M-V/def2-TZVPD" e_tot_ev=-10985.9652 homo_lumo_gap_ev=9.7 e_lumo_ha=-0.1484 charge=+1 e_above_lowest_kcal_mol=134.7 spin_multiplicity=1
O -0.384 0.719 -2.105 3.26 -2.72 1.82
O 0.451 1.572 0.884 0.81 -2.86 -1.22
N -1.072 -0.107 0.798 0.14 -1.66 -1.09
C -2.130 0.842 0.450 -1.52 -1.29 -1.19
C 2.547 0.216 -0.388 3.66 -0.67 0.85
C 1.225 -0.442 -0.208 1.59 -1.72 -2.01
C 0.337 0.215 0.464 -2.93 4.63 1.83
C -1.551 -1.493 0.466 -2.78 1.88 -0.64
H 3.012 0.322 0.654 -0.60 0.50 -1.42
H -2.299 0.947 -0.606 0.38 -0.17 -0.43
H 0.060 1.452 -2.521 0.16 0.51 -0.53
H -1.083 -0.076 1.775 0.24 0.07 2.29
H -3.013 0.443 0.923 -0.41 -0.26 -0.01
H 0.756 -0.019 -1.549 -4.29 2.82 -2.19
H -0.839 -2.146 0.729 2.35 -2.62 1.24
H 1.060 -1.393 -0.750 -0.13 0.10 1.08
H -2.590 -1.730 0.825 1.35 0.57 0.51
H 1.176 1.958 0.340 -0.48 -0.11 0.62
H -1.703 -1.527 -0.570 0.21 0.06 -1.75
H 3.327 -0.452 -0.873 -1.30 0.45 0.39
H -1.984 1.737 0.896 0.91 2.89 1.14
H 2.649 1.143 -1.004 -0.63 -0.41 0.73


(4)
22
Properties=species:S:1:pos:R:3:forces:R:3 method="wB97M-V/def2-TZVPD" e_tot_ev=-10983.5445 homo_lumo_gap_ev=7.0 e_lumo_ha=-0.2915 charge=+1 e_above_lowest_kcal_mol=190.5 spin_multiplicity=1
O -1.932 -1.453 2.657 0.86 -1.10 -0.78
O -1.425 1.149 1.829 -0.14 -1.08 -1.49
N -1.114 -0.493 -0.325 1.51 0.37 -1.19
C 0.056 0.088 0.176 -3.00 -0.56 -1.00
C 2.447 0.017 -2.669 3.17 0.14 -0.12
C -0.348 0.906 1.335 0.86 4.01 2.33
C 1.463 0.138 -0.184 -0.57 -4.08 3.12
C 1.785 0.857 -1.646 -4.52 1.36 0.98
H 2.029 -0.703 -3.370 -1.23 -0.12 0.93
H 2.966 0.659 -3.400 0.01 0.23 0.53
H -2.331 -2.675 -4.735 -0.11 -0.03 -0.14
H -2.799 -2.793 -5.304 0.11 0.03 0.14
H -2.759 -1.514 3.142 0.06 0.76 -0.02
H 0.464 1.455 1.815 0.75 -0.19 0.08
H 1.758 0.081 1.049 1.09 1.09 -3.55
H -1.616 -0.576 2.425 -1.25 -0.04 0.92
H 0.667 0.843 -1.835 1.22 0.85 -0.86
H -1.608 -1.294 0.072 0.82 -0.85 -0.34
H 3.250 -0.460 -2.091 0.25 -0.32 -0.75
H 2.051 1.920 -1.454 0.36 -1.00 -0.38
H -1.843 0.216 -0.424 -0.02 0.21 0.96
H 1.694 -0.883 -0.596 -0.24 0.33 0.62


(5)
22
Properties=species:S:1:pos:R:3:forces:R:3 method="wB97M-V/def2-TZVPD" e_tot_ev=-10983.4024 homo_lumo_gap_ev=3.7 e_lumo_ha=-0.3507 charge=+1 e_above_lowest_kcal_mol=193.8 spin_multiplicity=1
O 1.380 -1.175 1.202 -0.45 -0.29 -0.85
O -0.847 -1.423 0.147 -0.82 -0.13 0.57
N -1.227 -0.043 -1.712 0.51 3.54 -3.18
C -0.239 0.884 -1.837 -0.06 -2.69 2.58
C 2.264 -1.217 0.106 -0.54 -0.25 0.84
C 0.905 0.658 -0.888 0.37 0.80 -0.44
C 1.549 -0.718 -1.151 0.15 -0.52 -0.92
C -0.216 1.900 -2.756 -1.20 0.79 -0.91
H 2.241 -0.697 -2.011 -0.16 0.08 0.37
H 1.656 1.472 -0.939 -0.48 -0.41 -0.12
H -4.632 1.761 9.051 0.02 0.01 -0.05
H 2.552 -2.280 -0.095 0.02 0.53 0.01
H 0.390 -1.432 0.856 1.28 0.29 0.42
H -4.951 1.632 9.705 -0.02 -0.01 0.05
H 0.743 -1.431 -1.413 0.63 0.33 0.09
H -2.099 0.111 -2.223 0.16 -0.05 -0.05
H -1.056 2.103 -3.416 -0.03 -0.07 0.04
H 0.507 0.639 0.130 -0.04 -0.06 0.11
H 3.142 -0.615 0.367 -0.09 -0.22 -0.19
H -1.169 -0.761 -0.909 0.29 -1.68 1.76
H -1.511 -1.938 0.625 -0.01 0.08 -0.12
H 0.619 2.571 -2.842 0.45 -0.06 -0.01


(6)
23
Properties=species:S:1:pos:R:3:forces:R:3 method="wB97M-V/def2-TZVPD" e_tot_ev=-13043.4775 homo_lumo_gap_ev=6.3 e_lumo_ha=0.1295 charge=-1 e_above_lowest_kcal_mol=45.5 spin_multiplicity=1
O 1.264 0.070 3.705 -0.59 0.26 -0.76
O 0.543 -1.098 -3.209 -0.10 0.24 0.30
O -2.337 -1.753 0.469 -0.71 -0.36 1.08
N 1.770 0.856 -1.442 -0.36 0.05 -0.35
C 0.413 0.281 -1.253 0.90 -0.25 1.08
C 0.329 -1.124 -1.869 0.40 -0.53 -1.94
C -1.052 1.902 1.877 0.82 0.16 -0.12
C -0.918 1.283 0.711 -0.70 -0.07 -0.42
C 0.102 0.281 0.254 -0.94 -0.44 1.10
H -2.029 -2.633 0.243 0.15 0.09 -0.34
H -1.735 1.440 0.005 0.07 0.03 -0.14
H 1.777 1.188 -2.399 0.08 0.01 -0.15
H 0.524 0.280 3.093 0.43 -0.36 0.74
H -0.352 -0.685 0.540 0.02 0.13 -0.40
H -2.232 -1.205 -0.299 0.30 0.08 -0.69
H 2.384 0.047 -1.509 0.10 -0.02 0.11
H 1.088 -1.823 -1.409 -0.08 0.40 0.73
H -0.263 1.828 2.615 -0.07 0.18 0.20
H -0.301 0.898 -1.801 -0.05 0.07 0.11
H 0.932 0.309 0.968 0.57 0.32 -0.68
H -0.654 -1.602 -1.633 -0.28 0.20 0.41
H 2.010 0.150 3.102 0.22 -0.07 0.12
H -1.842 2.610 2.080 -0.18 -0.12 0.02


(7)
23
Properties=species:S:1:pos:R:3:forces:R:3 method="wB97M-V/def2-TZVPD" e_tot_ev=-13043.6180 homo_lumo_gap_ev=7.7 e_lumo_ha=0.1385 charge=-1 e_above_lowest_kcal_mol=42.3 spin_multiplicity=1
O -0.087 -0.423 -3.028 0.53 0.31 0.00
O 2.125 -0.488 0.687 0.24 -0.43 0.38
O 3.316 0.854 -1.137 -0.45 -1.19 1.01
N 0.166 -2.062 -0.028 0.11 0.95 0.26
C -0.314 -0.837 0.740 1.12 -2.05 -2.31
C -1.803 1.063 0.119 -0.28 1.28 0.04
C -1.671 1.820 1.215 -0.65 -1.11 0.47
C -1.652 -0.439 0.104 -0.47 1.01 0.54
C 0.953 0.163 0.767 -1.17 -0.14 1.18
H -1.906 2.871 1.393 0.41 -0.22 -0.70
H -1.453 1.244 2.112 -0.05 0.31 0.25
H -0.642 -0.593 -2.260 0.21 -0.19 0.10
H -0.576 -1.184 1.737 0.44 0.31 0.42
H 3.024 0.004 -0.605 0.19 0.72 -0.77
H 0.920 0.967 0.028 -0.76 0.21 -0.54
H -1.944 1.577 -0.833 -0.23 -0.18 0.02
H 0.679 0.666 1.739 0.97 0.20 -0.17
H -2.411 -0.916 0.756 -0.05 0.39 -0.49
H 0.790 -0.229 -2.645 -0.52 -0.11 -0.14
H 1.165 -1.791 -0.217 -0.65 -0.51 0.43
H 0.217 -2.811 0.646 0.23 -0.24 -0.08
H -1.874 -0.808 -0.911 0.58 -0.11 0.45
H 2.978 1.351 -0.378 0.26 0.77 -0.37


(8)
23
Properties=species:S:1:pos:R:3:forces:R:3 method="wB97M-V/def2-TZVPD" e_tot_ev=-13042.8042 homo_lumo_gap_ev=7.1 e_lumo_ha=0.1445 charge=-1 e_above_lowest_kcal_mol=61.1 spin_multiplicity=1
O 1.418 -1.851 1.810 0.11 0.37 -0.05
O -1.362 -0.447 1.285 0.12 -0.70 -0.52
O -1.899 -2.417 -0.370 -0.03 -0.45 -0.31
N 0.221 2.558 -0.251 -0.01 0.00 -2.01
C 0.188 1.085 -0.204 -0.37 -0.22 1.58
C 2.111 -0.844 -0.266 -0.24 0.22 -0.12
C -0.941 0.753 0.958 0.80 0.86 -1.35
C 1.298 -1.768 0.612 1.40 -1.12 0.42
C 1.662 0.626 -0.043 -0.06 -0.67 -0.80
H -0.472 1.337 1.783 -0.27 0.13 0.37
H 0.714 -2.528 0.081 -0.65 0.20 -0.15
H -1.771 -1.568 0.163 0.07 0.07 0.46
H 2.117 -1.241 -1.287 -0.79 0.43 -0.17
H 3.201 -0.781 -0.094 -0.41 -0.57 0.79
H -2.760 -2.374 -0.799 0.27 0.05 0.23
H -0.672 2.900 -0.587 0.19 0.10 0.37
H -1.722 1.425 0.470 -0.14 -0.14 0.64
H -3.203 -0.578 -1.226 -0.04 0.34 -0.11
H -2.725 -0.056 -1.452 -0.14 0.06 -0.03
H 0.536 3.102 0.531 -0.05 -0.47 0.60
H 2.146 0.816 0.944 -0.75 0.72 -0.62
H -0.236 0.737 -1.169 0.48 0.08 0.30
H 2.152 1.113 -0.886 0.49 0.71 0.49


(9)
25
Properties=species:S:1:pos:R:3:forces:R:3 method="wB97M-V/def2-TZVPD" e_tot_ev=-17142.7928 homo_lumo_gap_ev=8.8 e_lumo_ha=0.1307 charge=-1 e_above_lowest_kcal_mol=0.0 spin_multiplicity=1
O 0.868 0.864 2.904 0.27 0.31 -0.25
O 2.212 2.593 1.116 -0.06 0.32 0.32
O 2.583 0.354 -0.375 -0.12 -0.29 0.06
O 0.568 1.275 -0.614 -0.29 -0.26 0.01
O -2.004 1.953 -0.547 -0.20 0.73 0.39
N 0.226 -1.538 0.576 0.01 0.08 -0.04
C -1.202 -1.188 0.572 0.08 -0.13 0.11
C -1.707 -1.289 -0.883 0.12 0.36 0.40
C 1.351 0.283 -0.564 0.63 0.02 -0.42
C -0.428 -1.176 -1.734 -0.17 0.03 -0.14
C 0.757 -1.132 -0.744 -0.33 0.26 -0.05
H 1.388 1.497 2.342 -0.36 -0.44 0.40
H -2.234 -2.223 -1.067 -0.04 -0.10 0.01
H -0.457 -0.272 -2.337 0.08 0.10 -0.03
H -1.095 1.587 -0.661 0.12 0.13 0.12
H 1.548 -1.805 -1.072 0.15 0.07 0.26
H 0.351 -2.529 0.706 -0.05 -0.19 -0.05
H -1.306 -0.165 0.933 -0.02 0.02 -0.10
H 0.745 0.088 2.340 0.08 0.02 -0.09
H 2.758 1.876 0.743 -0.12 -0.01 -0.22
H -1.872 2.742 0.016 -0.04 -0.78 -0.50
H 1.416 2.499 0.555 0.29 -0.07 -0.08
H -2.384 -0.451 -1.048 -0.08 -0.15 -0.22
H -1.744 -1.828 1.273 0.02 -0.04 -0.05
H -0.338 -2.016 -2.431 0.05 -0.01 0.15


(10)
22
Properties=species:S:1:pos:R:3:forces:R:3 method="wB97M-V/def2-TZVPD" e_tot_ev=-19782.5497 homo_lumo_gap_ev="9.7 / 6.8" s2=0.753 e_lumo_ha="0.0286 / -0.0795" charge=0 e_above_lowest_kcal_mol=20.3 spin_multiplicity=2
S -0.582 0.086 -2.473 -0.35 0.16 -0.83
O -3.221 -1.894 -1.823 0.02 -1.01 -0.02
N 1.904 0.307 1.399 -0.28 -0.61 -0.53
C -0.163 0.401 -0.789 -0.93 -0.91 0.29
C 1.102 -0.857 1.044 0.52 -2.01 0.74
C 0.183 1.737 2.573 0.09 1.86 0.72
C 0.458 -0.950 -0.357 0.91 0.51 0.35
C 1.557 0.997 2.604 -0.54 1.33 0.98
H 1.709 -1.769 1.237 0.21 0.34 -0.82
H 0.337 -1.150 1.764 -0.61 1.14 0.32
H 1.753 0.447 3.524 -0.51 -0.87 -0.24
H 1.172 -1.230 -1.153 -0.01 -0.11 0.57
H 1.854 0.940 0.622 0.24 0.43 -0.10
H -3.740 -1.158 -1.509 0.20 0.48 -0.10
H 0.406 2.652 1.998 -0.48 -0.45 -0.59
H -0.304 -1.739 -0.279 0.13 0.39 -0.34
H 2.290 1.804 2.775 -0.14 -0.11 -0.47
H -2.393 -1.590 -2.218 -0.30 0.53 0.18
H -0.125 2.266 3.501 0.66 -0.75 0.21
H -1.051 0.560 -0.166 0.14 0.23 -0.19
H 0.489 1.258 -0.764 0.37 0.12 0.33
H -0.784 1.323 2.269 0.67 -0.68 -0.45